Entry 1:
Formula: C6H14OSi
Source: the OMol25 dataset
Level of theory: the ωB97M-V functional and the def2-TZVPD basis

* Kohn-Sham gap: 10.7 eV
* net charge: 0
* molar mass: 130.3 g mol⁻¹

Each line ends with the natural charge from an NBO analysis.
Element x y z (Å)
C (1.329, -0.979, 1.200)  -1.161
Si (0.994, -0.143, -0.420)  1.889
H (1.731, -1.074, -2.598)  0.248
H (-3.822, 1.615, 1.279)  0.199
C (-1.633, -0.727, -0.043)  -0.098
H (-1.387, -1.458, 0.735)  0.178
C (-3.451, 0.729, 0.811)  -0.383
H (0.783, -0.463, 2.004)  0.236
H (-2.417, -1.206, -0.671)  0.192
C (2.241, -0.827, -1.663)  -1.131
H (2.378, -0.970, 1.459)  0.243
H (-1.447, 1.317, 0.755)  0.199
O (-0.535, -0.555, -0.935)  -0.881
H (0.959, -2.011, 1.134)  0.240
H (2.738, -1.713, -1.260)  0.238
C (-2.168, 0.540, 0.552)  -0.203
H (1.327, 2.111, -1.285)  0.239
H (3.020, -0.101, -1.894)  0.236
H (0.330, 2.311, 0.150)  0.237
C (1.154, 1.728, -0.273)  -1.140
H (2.055, 1.929, 0.294)  0.233
H (-4.180, -0.052, 0.668)  0.189

Entry 2:
Formula: C3H5INO2
Source: the OMol25 dataset
Level of theory: the ωB97M-V functional and the def2-TZVPD basis

* Kohn-Sham gap: 6.3 eV
* net charge: -1
* molar mass: 214.0 g mol⁻¹

Each line ends with the natural charge from an NBO analysis.
Element x y z (Å)
H (-0.179, 1.076, -1.409)  0.182
N (-0.961, 0.896, 0.397)  -0.873
C (1.211, -0.127, -0.138)  -0.661
O (-2.012, -1.318, -1.049)  -0.625
O (-1.196, -1.832, 1.030)  -0.624
I (-0.663, 0.950, 2.370)  0.090
H (1.367, -0.654, -1.170)  0.181
H (2.165, 0.255, 0.003)  0.195
H (0.807, -0.884, 0.541)  0.240
C (-1.508, -1.286, 0.028)  1.019
H (0.741, 1.941, -0.280)  0.135
C (0.227, 0.983, -0.321)  -0.260

Entry 3:
Formula: C3H2I2O
Source: the OMol25 dataset
Level of theory: the ωB97M-V functional and the def2-TZVPD basis

* Kohn-Sham gap: 9.9 eV
* net charge: 0
* molar mass: 307.9 g mol⁻¹

Each line ends with the natural charge from an NBO analysis.
Element x y z (Å)
O (-1.331, 0.369, 0.961)  -0.503
C (0.978, 0.402, -1.810)  -0.233
C (0.026, 1.104, -1.913)  -0.315
I (1.932, -2.359, 3.040)  -0.096
H (0.435, -1.950, 3.245)  0.097
I (-1.397, 2.484, -1.883)  0.324
H (1.531, -0.522, -1.873)  0.247
C (-2.174, 0.471, 0.233)  0.478

Entry 4:
Formula: C19H37As3N4PdS
Source: the OMol25 dataset
Level of theory: the ωB97M-V functional and the def2-TZVPD basis

* Kohn-Sham gap: 6.9 eV
* net charge: +2
* molar mass: 684.8 g mol⁻¹

Each line ends with the natural charge from an NBO analysis.
Element x y z (Å)
H (-3.444, -2.129, -0.603)  0.246
H (2.964, -3.257, 3.211)  0.210
H (2.320, -2.778, -3.034)  0.216
As (-1.003, -1.602, -0.201)  1.217
H (-4.352, 4.080, -2.169)  0.267
H (-2.386, -3.165, -1.571)  0.255
H (5.020, -0.976, 0.659)  0.215
C (-0.130, 3.566, 0.987)  0.057
H (1.856, -1.940, 1.189)  0.195
As (4.007, -3.328, 0.865)  0.923
H (4.241, -1.175, 2.261)  0.207
H (-5.264, 3.046, -1.068)  0.244
H (5.807, -1.915, 1.913)  0.254
H (2.123, -0.476, -2.248)  0.244
H (-0.654, 6.714, -0.100)  0.255
H (2.924, -4.907, 2.536)  0.235
H (1.559, -3.581, 0.642)  0.226
H (-0.971, -3.718, 1.135)  0.250
H (3.708, -2.852, -1.942)  0.234
H (4.429, -4.256, 3.180)  0.249
As (1.310, 0.674, -0.228)  1.133
C (-0.773, 5.647, 0.028)  -0.119
H (2.988, 2.142, -1.373)  0.252
H (0.501, 2.981, 1.642)  0.215
H (3.291, 0.531, 1.307)  0.259
C (0.035, 4.938, 0.898)  -0.218
H (1.583, 3.120, -0.903)  0.242
Pd (-1.037, 0.722, 0.130)  0.368
H (-4.815, 0.808, -1.657)  0.418
C (4.837, -1.661, 1.488)  -0.966
H (-0.342, -2.379, 2.118)  0.253
H (-6.255, -0.525, -0.283)  0.415
C (-2.553, -2.146, -1.225)  -0.951
H (0.131, -3.468, -1.323)  0.249
N (-5.477, -0.633, 0.349)  -0.765
H (0.789, 5.426, 1.500)  0.256
S (-3.211, 0.122, 1.493)  -0.181
H (1.793, 0.356, 2.247)  0.253
C (1.900, 2.167, -1.317)  -0.938
C (-4.374, 3.662, -1.159)  -0.702
N (-3.034, 1.599, -0.894)  -0.315
N (-1.048, 2.890, 0.297)  -0.465
C (1.855, -2.209, -0.985)  -0.067
H (-5.639, -1.136, 1.206)  0.438
H (-2.091, -2.531, 1.854)  0.263
H (2.473, -4.100, -1.868)  0.232
C (-1.110, -2.672, 1.408)  -0.947
H (2.334, 1.959, 1.696)  0.243
H (0.167, -2.034, -2.335)  0.242
C (2.278, 0.903, 1.441)  -0.953
C (-1.906, 3.595, -0.472)  0.139
C (-4.371, 0.110, 0.255)  0.317
C (3.520, -4.001, 2.638)  -0.949
H (-2.675, -1.493, -2.087)  0.245
H (-2.458, 5.492, -1.296)  0.247
H (-4.453, 4.490, -0.458)  0.261
C (-3.131, 2.874, -0.912)  0.334
N (-4.209, 0.858, -0.850)  -0.461
H (1.487, 2.052, -2.317)  0.251
C (2.244, -0.741, -1.194)  -0.702
C (-1.772, 4.963, -0.650)  -0.196
C (2.636, -3.032, -2.020)  -0.612
C (0.371, -2.401, -1.325)  -0.725
C (2.158, -2.687, 0.444)  -0.740
H (3.298, -0.587, -0.946)  0.249

Entry 5:
Formula: C3H7NO2
Source: the OMol25 dataset
Level of theory: the ωB97M-V functional and the def2-TZVPD basis

* Kohn-Sham gap: 10.1 eV
* net charge: 0
* molar mass: 89.1 g mol⁻¹

Each line ends with the natural charge from an NBO analysis.
Element x y z (Å)
H (-0.745, -0.105, 1.866)  0.503
O (0.797, 0.057, -0.548)  -0.485
H (2.545, -0.823, 0.161)  0.196
N (-1.233, -0.084, 0.605)  -0.655
C (2.214, 0.087, -0.344)  -0.252
H (2.649, 0.146, -1.342)  0.197
C (-2.146, -0.051, -0.513)  -0.416
H (2.494, 0.956, 0.257)  0.197
H (-2.792, -0.936, -0.510)  0.197
C (0.066, -0.017, 0.547)  0.832
H (-1.598, -0.028, -1.464)  0.202
H (-2.789, 0.835, -0.463)  0.196
O (0.539, -0.039, 1.747)  -0.711

Entry 6:
Formula: C6H13N
Source: the OMol25 dataset
Level of theory: the ωB97M-V functional and the def2-TZVPD basis

* Kohn-Sham gap: 4.6 eV
* net charge: 0
* molar mass: 99.2 g mol⁻¹

Each line ends with the natural charge from an NBO analysis.
Element x y z (Å)
H (-3.484, -0.017, -1.714)  0.362
C (-1.966, -1.090, -0.771)  -0.070
H (0.009, 0.522, -0.921)  0.217
H (2.891, -1.470, 0.668)  0.237
H (0.621, -1.134, -0.571)  0.206
H (-0.966, -1.249, 1.278)  0.229
C (1.362, 0.232, 0.770)  0.030
C (2.628, -0.445, 0.417)  -0.665
H (1.405, 2.398, 0.091)  0.214
N (-2.529, 0.141, -1.412)  -0.866
C (1.284, 1.712, 0.965)  -0.679
H (-2.769, -1.826, -0.761)  0.182
H (-1.964, 0.109, -2.270)  0.357
H (3.539, 0.109, 0.824)  0.212
H (0.395, 2.146, 1.454)  0.229
H (2.896, -0.231, -0.631)  0.209
H (2.140, 2.172, 1.530)  0.211
C (0.322, -0.169, -0.148)  -0.407
H (-1.620, 0.290, 0.695)  0.233
C (-1.202, -0.662, 0.397)  -0.439

Which of these has the lowest molar mass? C3H7NO2

What is the formula in the sixth record? C6H13N